ORCA calculation (the ωB97M-V functional and the def2-TZVPD basis) on C21H56MnNO16S5 as an isolated structure in a non-equilibrium geometry.

Structure (XYZ):
```
100
Properties=species:S:1:pos:R:3:lowdin_spin:R:1
Mn 1.276 -1.659 -0.483 4.63
O 1.106 0.124 -1.286 0.12
H 0.992 0.651 -2.100 0.01
C 3.804 -3.664 -0.992 0.01
C 3.365 -2.771 -2.078 0.01
N 1.894 -2.683 -2.361 0.03
C 1.293 -3.998 -2.656 0.01
C 1.792 -4.818 -3.863 0.00
C 1.734 -1.822 -3.570 0.00
C 0.257 -1.713 -4.029 0.00
H 3.521 -4.712 -0.900 0.00
H 3.546 -3.176 -0.052 0.00
H 4.891 -3.742 -1.003 0.00
H 3.752 -1.760 -1.951 0.00
H 3.801 -3.197 -2.982 0.00
H 0.207 -3.918 -2.691 0.00
H 1.345 -4.579 -1.736 0.00
H 1.579 -5.879 -3.734 0.00
H 2.806 -4.639 -4.220 0.00
H 1.134 -4.537 -4.685 0.00
H 1.946 -0.802 -3.248 0.00
H 2.397 -2.077 -4.397 0.00
H 0.024 -0.839 -4.638 0.00
H -0.071 -2.529 -4.673 0.00
H -0.479 -1.596 -3.233 0.00
O 5.201 0.125 1.121 0.00
S 3.738 -0.031 1.324 0.01
O 3.028 -1.119 0.571 0.04
O 3.417 -0.372 2.911 0.00
C 4.171 0.282 3.803 0.00
C 3.982 -0.605 4.990 0.00
C 2.761 1.565 1.107 0.00
H 3.716 1.230 4.091 0.00
H 5.226 0.333 3.534 0.00
H 2.949 -0.800 5.278 0.00
H 4.352 -0.182 5.924 0.00
H 4.408 -1.568 4.712 0.00
H 1.748 1.474 1.499 0.00
H 2.604 1.788 0.051 0.00
H 3.142 2.492 1.535 0.00
O -1.698 -1.030 2.567 0.00
S -0.241 -1.117 2.577 0.01
O 0.565 -1.123 1.324 0.04
O 0.415 0.011 3.568 0.00
C -0.314 0.384 4.745 0.00
C 0.733 1.016 5.772 0.00
C 0.257 -2.581 3.592 0.00
H -0.892 -0.439 5.166 0.00
H -1.135 1.007 4.390 0.00
H 1.381 1.618 5.135 0.00
H 1.360 0.231 6.194 0.00
H 0.298 1.731 6.470 0.00
H 1.339 -2.696 3.531 0.00
H -0.198 -3.524 3.289 0.00
H -0.050 -2.345 4.611 0.00
O -1.941 4.251 -0.396 0.00
S -1.886 3.414 0.820 0.00
O -0.807 3.380 1.769 0.00
O -3.340 3.664 1.644 0.00
C -3.424 3.155 3.008 0.00
C -4.955 3.345 3.363 0.00
C -2.163 1.678 0.295 0.00
H -2.882 3.812 3.688 0.00
H -2.984 2.158 3.006 0.00
H -5.122 3.046 4.398 0.00
H -5.619 2.784 2.705 0.00
H -5.323 4.359 3.202 0.00
H -1.220 1.171 0.091 0.00
H -2.878 1.476 -0.503 0.00
H -2.618 1.317 1.218 0.00
O -2.178 3.720 -4.431 0.00
S -0.810 3.231 -4.471 0.00
O -0.337 2.359 -5.568 0.00
O 0.174 4.545 -4.458 0.00
C -0.420 5.824 -4.485 0.00
C 0.615 6.985 -4.432 0.00
C -0.304 2.430 -2.903 0.00
H -1.033 5.996 -3.600 0.00
H -1.183 6.099 -5.214 0.00
H 1.139 7.135 -3.488 0.00
H 0.314 7.949 -4.842 0.00
H 1.403 6.814 -5.165 0.00
H -1.121 1.754 -2.650 0.00
H -0.110 3.274 -2.241 0.00
H 0.586 1.947 -3.306 0.00
O -0.804 -2.095 -0.755 0.04
S -2.095 -2.655 -0.426 0.01
O -2.341 -3.102 0.939 0.00
O -3.324 -1.687 -0.723 0.00
C -4.635 -2.228 -0.262 0.00
C -5.125 -1.362 0.891 0.00
C -2.415 -3.999 -1.568 0.00
H -4.712 -3.249 0.113 0.00
H -5.248 -2.015 -1.137 0.00
H -4.474 -1.522 1.751 0.00
H -6.164 -1.649 1.048 0.00
H -5.172 -0.296 0.666 0.00
H -2.032 -3.623 -2.517 0.00
H -3.479 -4.223 -1.639 0.00
H -1.729 -4.786 -1.255 0.00
```

Calculated values
Multiplicity = 6
DFT total energy = -142421.5420 eV
HOMO energy (spin up / spin down) = -11.247 / -11.808 eV
LUMO energy (spin up / spin down) = -2.16 / -2.36 eV
Molecular weight = 793.94 Da
ΔE to the lowest compared entry with this formula, charge and spin = 76.9 kcal per mole
Expectation value of S² = 8.75
Net charge = +1